No. 1
Computed, not measured: a cluster of 2 separate species, C21H22NO2 in total at a distorted geometry, with wB97M-V/def2-TZVPD.

```
! RIJCOSX wB97M-V def2-TZVPD def2/J DEFGRID3
* xyz 1 1
C -1.31 -3.21 -0.44
C -0.72 -2.61 0.80
N 0.52 -2.46 1.11
C 0.65 -1.85 2.50
C -0.78 -1.51 2.93
C -1.71 -2.13 1.86
H -2.39 -3.12 -0.37
H -0.96 -2.69 -1.34
H -1.05 -4.27 -0.53
H 1.09 -2.58 3.19
H 1.30 -0.97 2.48
H -1.00 -1.91 3.92
H -0.91 -0.43 2.94
H -2.42 -1.42 1.43
H -2.27 -2.98 2.26
C 9.31 -7.64 3.85
O 7.92 -7.87 3.52
C 7.25 -6.92 2.81
C 5.89 -7.18 2.51
C 5.14 -6.25 1.83
C 5.69 -5.01 1.42
C 4.88 -4.00 0.79
O 5.60 -2.91 0.39
C 4.97 -1.85 -0.22
C 3.58 -1.87 -0.47
C 3.06 -0.81 -1.28
C 3.89 0.21 -1.72
C 5.25 0.21 -1.38
C 5.81 -0.83 -0.66
C 2.85 -2.94 0.06
C 3.50 -4.04 0.60
C 7.06 -4.78 1.68
C 7.83 -5.70 2.38
H 9.60 -8.53 4.39
H 9.92 -7.53 2.94
H 9.43 -6.75 4.49
H 5.46 -8.12 2.84
H 4.10 -6.46 1.58
H 2.00 -0.86 -1.56
H 3.48 1.01 -2.33
H 5.89 1.04 -1.70
H 6.87 -0.90 -0.44
H 1.76 -2.94 0.00
H 2.95 -4.92 0.90
H 7.55 -3.87 1.35
H 8.88 -5.48 2.60
*
```

Output
- HOMO-LUMO gap: 7.04 eV
- E_HOMO: -11.394 eV
- E_LUMO: -4.4 eV
- Energy relative to the best compared isomer or geometry (same formula, charge and spin): 0.000 eV

No. 2
Computed, not measured: a structure of composition C28H55FeO2Si4 at a distorted geometry, with wB97M-V/def2-TZVPD.

```
! RIJCOSX wB97M-V def2-TZVPD def2/J DEFGRID3
* xyz -1 5
O -0.34 0.10 -5.46
C -0.24 1.25 -6.40
C 0.21 0.46 -7.60
H 0.52 1.96 -6.07
H -1.19 1.77 -6.55
C 0.02 -0.74 -6.62
H 1.25 0.58 -7.88
H -0.47 0.45 -8.45
C 1.28 -1.55 -6.42
H 2.04 -1.00 -5.84
H 1.71 -1.79 -7.41
H 1.05 -2.49 -5.91
C -1.05 -1.59 -7.29
H -1.92 -1.01 -7.64
H -1.40 -2.42 -6.67
H -0.62 -2.03 -8.20
Fe -0.33 -0.18 -0.31
C -2.69 -0.46 0.81
C -2.42 0.90 0.47
C -2.12 0.95 -0.94
H -2.48 1.75 1.15
C -2.13 -0.41 -1.44
C -2.48 -1.26 -0.34
H -2.65 -2.33 -0.40
H -2.96 -0.81 1.81
H -2.06 1.85 -1.56
H -2.03 -0.73 -2.48
C 1.19 -1.91 0.69
C 0.07 -2.24 -0.14
C 0.43 -1.87 -1.51
H -0.76 -2.84 0.18
C 1.79 -1.44 -1.49
C 2.26 -1.49 -0.15
H 3.28 -1.25 0.17
H 1.23 -2.03 1.78
H -0.16 -2.07 -2.41
H 2.39 -1.15 -2.36
O 2.39 1.98 -4.48
C 1.60 1.40 -3.41
C 0.36 2.30 -3.20
H 2.19 1.39 -2.46
H 1.32 0.37 -3.69
C 0.80 3.67 -3.79
H 0.00 2.32 -2.15
H -0.48 1.91 -3.81
C 2.24 3.44 -4.31
H 0.77 4.51 -3.09
H 0.14 3.87 -4.65
H 3.03 3.83 -3.60
H 2.45 3.90 -5.30
C -1.84 0.26 4.19
Si 0.02 0.54 4.20
C 0.18 1.81 5.58
C 0.77 -1.10 4.74
Si 0.88 1.09 2.09
Si 0.42 3.40 1.89
C 1.50 4.45 3.03
C 0.85 3.71 0.09
C -1.33 3.95 2.35
Si 3.22 0.97 2.66
C 3.64 1.84 4.28
C 4.10 -0.65 3.09
C 3.93 1.92 1.20
H -2.11 0.04 5.23
H -2.12 -0.60 3.57
H -2.39 1.15 3.86
H -0.36 1.37 6.43
H 1.22 2.00 5.90
H -0.30 2.76 5.32
H 0.81 -1.84 3.93
H 1.78 -0.98 5.17
H 0.11 -1.49 5.53
H 2.56 4.41 2.77
H 1.16 5.49 2.91
H 1.38 4.18 4.08
H 0.38 2.98 -0.58
H 0.53 4.71 -0.21
H 1.93 3.65 -0.08
H -2.04 3.75 1.53
H -1.68 3.45 3.26
H -1.34 5.03 2.54
H 3.21 1.31 5.14
H 4.73 1.78 4.37
H 3.34 2.89 4.33
H 4.19 -1.35 2.24
H 5.12 -0.42 3.44
H 3.60 -1.18 3.91
H 3.51 1.58 0.24
H 3.74 3.00 1.27
H 5.02 1.78 1.16
*
```

Output
- Expectation value of S²: 6.030
- HOMO-LUMO gap (alpha / beta): 5.34 / 5.88 eV
- E_HOMO (alpha / beta): -2.977 / -3.522 eV
- E_LUMO (alpha / beta): 2.4 / 2.4 eV
- Energy relative to the best compared isomer or geometry (same formula, charge and spin): 1.315 eV

No. 3
Computed, not measured: a cluster of 9 separate species, C10H38N8O9 in total at a distorted geometry, with wB97M-V/def2-TZVPD.

```
! RIJCOSX wB97M-V def2-TZVPD def2/J DEFGRID3
* xyz 0 1
N 0.06 0.32 -0.22
C -0.36 0.00 -1.42
N -1.58 0.40 -1.52
O 0.37 -0.69 -2.29
H 1.04 -0.08 0.02
H -0.49 0.55 0.66
H -2.12 0.22 -2.40
H -2.03 0.89 -0.71
N -0.98 3.07 -2.05
C -0.38 3.72 -1.17
N 0.07 2.98 -0.23
O -0.25 5.07 -1.21
H -1.28 3.55 -2.87
H -1.09 2.06 -1.98
H 0.52 3.40 0.66
H 0.07 1.92 -0.37
N -2.23 2.35 0.72
C -2.47 1.29 1.41
N -1.41 0.86 1.96
O -3.71 0.68 1.49
H -3.03 2.74 0.21
H -1.30 2.68 0.31
H -1.47 -0.11 2.23
H -0.62 1.41 2.33
N 4.15 0.63 0.85
C 3.71 -0.50 0.35
N 4.63 -1.34 -0.01
O 2.36 -0.79 0.24
H 3.49 1.33 1.08
H 5.03 0.61 1.39
H 4.34 -2.12 -0.61
H 5.57 -0.98 -0.24
C 1.00 -2.36 2.75
C 0.40 -2.26 4.20
O 0.34 -0.85 4.37
H 2.09 -2.11 2.69
H 0.41 -1.67 2.14
H 0.87 -3.32 2.32
H 1.16 -2.66 4.81
H -0.62 -2.71 4.30
H -0.15 -0.69 5.17
C -2.50 -2.32 -0.06
O -1.15 -2.32 0.30
H -2.83 -3.33 0.01
H -2.51 -1.99 -1.06
H -3.06 -1.65 0.48
H -0.63 -1.58 -0.01
C 1.84 -3.71 -0.63
O 2.80 -3.07 -1.50
H 2.20 -4.69 -0.33
H 0.93 -3.98 -1.10
H 1.56 -3.10 0.29
H 2.44 -2.29 -1.85
C -4.90 0.19 -1.89
O -4.14 1.10 -2.69
H -5.14 -0.52 -2.62
H -5.81 0.65 -1.52
H -4.22 -0.24 -1.13
H -4.01 1.89 -2.19
C 2.59 2.03 -2.21
O 2.73 3.12 -1.37
H 1.64 2.05 -2.77
H 2.68 1.10 -1.69
H 3.41 2.03 -3.01
H 1.97 3.17 -0.80
*
```

Output
- HOMO-LUMO gap: 9.38 eV
- E_HOMO: -9.490 eV
- E_LUMO: -0.1 eV
- SMILES: NC(N)=O.NC(N)=O.NC(N)=O.NC(N)=O.CCO.CO.CO.CO.CO
- Energy relative to the best compared isomer or geometry (same formula, charge and spin): 5.567 eV

Question: Number 1 is which compound?
Answer: C21H22NO2

Question: The lowest energy relative to the best compared isomer or geometry (same formula, charge and spin) belongs to which entry?
Answer: C21H22NO2

Question: Among the records above, which one has the lowest energy relative to the best compared isomer or geometry (same formula, charge and spin)?
Answer: C21H22NO2